No. 1
Formula: C2H2N2P2
Source: OMol25
Level of theory: ωB97M-V/def2-TZVPD

The energy above the lowest of the compared OMol25 structures with the same formula, charge and spin comes out at 326.1 kJ/mol. The calculation puts the energy at -23659.1771 eV. Its net charge is 0. As for the HOMO energy (spin up / spin down): -10.60 / -10.60 eV. As for the frontier orbital gap (spin up / spin down): 7.12 / 7.12 eV. As for the multiplicity: 1.

CARTESIAN COORDINATES (ANGSTROEM)
C (1.297, -0.300, -1.169)
C (-1.384, -1.770, 0.908)
N (1.331, -0.272, -2.302)
N (-2.405, -2.163, 1.230)
P (0.486, 1.590, 0.724)
P (1.036, -0.489, 0.521)
H (0.545, 2.058, -0.703)
H (-0.907, 1.347, 0.791)



No. 2
Formula: C36H50CsN5OPSi2Te
Source: OMol25
Level of theory: ωB97M-V/def2-TZVPD

The calculation puts the energy at -80520.1779 eV. Its net charge is +1. As for the HOMO energy: -9.54 eV. As for the frontier orbital gap: 7.28 eV. As for the multiplicity: 1.

CARTESIAN COORDINATES (ANGSTROEM)
Cs (18.125, 13.983, 10.490)
O (18.436, 17.104, 9.618)
N (17.811, 17.928, 10.545)
C (16.707, 18.372, 10.068)
C (15.829, 19.236, 10.804)
C (16.498, 20.103, 11.770)
C (15.829, 20.989, 12.556)
C (14.440, 21.011, 12.464)
C (13.768, 20.189, 11.620)
C (14.384, 19.338, 10.725)
P (13.303, 18.392, 9.562)
C (12.080, 19.690, 9.076)
C (12.413, 21.036, 9.058)
C (11.482, 22.000, 8.680)
C (10.270, 21.618, 8.072)
C (10.003, 20.231, 7.993)
C (10.828, 19.274, 8.623)
C (14.132, 17.981, 8.009)
C (14.435, 18.946, 6.986)
C (14.786, 18.477, 5.713)
C (15.046, 17.128, 5.466)
C (14.657, 16.250, 6.431)
C (14.181, 16.603, 7.662)
H (19.310, 16.799, 10.060)
H (16.491, 18.153, 9.008)
H (17.545, 19.957, 11.885)
H (16.401, 21.694, 13.129)
H (13.799, 21.676, 13.062)
H (12.666, 20.135, 11.681)
H (13.316, 21.298, 9.601)
H (11.796, 23.062, 8.747)
H (9.524, 22.388, 7.686)
H (9.083, 19.939, 7.522)
H (10.497, 18.235, 8.772)
H (14.339, 20.005, 7.231)
H (14.905, 19.265, 4.961)
H (15.528, 16.837, 4.504)
H (14.756, 15.200, 6.234)
H (13.945, 15.840, 8.412)
C (9.594, 13.615, 10.005)
Si (11.003, 12.905, 11.055)
C (10.362, 11.622, 12.253)
C (11.806, 14.371, 11.928)
C (12.299, 11.929, 10.050)
Te (13.991, 11.508, 11.329)
C (14.409, 9.503, 10.694)
Si (13.824, 7.851, 11.367)
C (14.023, 7.626, 13.170)
C (14.975, 6.490, 10.673)
C (11.997, 7.787, 10.979)
H (9.859, 14.635, 9.659)
H (8.612, 13.739, 10.579)
H (9.352, 13.046, 9.093)
H (9.438, 11.865, 12.803)
H (11.183, 11.588, 12.994)
H (10.255, 10.625, 11.867)
H (11.009, 14.800, 12.522)
H (12.155, 15.130, 11.255)
H (12.578, 13.953, 12.528)
H (12.686, 12.629, 9.288)
H (12.066, 10.915, 9.739)
H (15.489, 9.488, 10.782)
H (14.195, 9.628, 9.645)
H (15.035, 7.767, 13.604)
H (13.589, 6.671, 13.494)
H (13.404, 8.413, 13.569)
H (16.031, 6.806, 10.532)
H (14.551, 6.018, 9.727)
H (14.877, 5.705, 11.444)
H (11.537, 8.783, 10.878)
H (11.457, 7.278, 11.862)
H (11.807, 7.287, 9.995)
C (22.871, 9.703, 9.007)
N (21.561, 10.350, 9.027)
C (20.440, 9.974, 8.307)
C (19.450, 10.886, 8.649)
N (19.880, 11.771, 9.554)
C (21.160, 11.448, 9.775)
H (22.794, 8.784, 9.655)
H (23.628, 10.366, 9.460)
H (23.087, 9.411, 7.967)
H (20.432, 9.136, 7.676)
H (18.432, 10.919, 8.245)
H (21.876, 11.953, 10.449)
N (24.002, 13.304, 9.874)
C (22.996, 14.239, 9.873)
C (22.789, 14.941, 11.110)
C (21.660, 15.751, 11.175)
N (20.784, 15.770, 10.207)
C (20.981, 15.158, 9.035)
C (22.137, 14.428, 8.757)
H (24.708, 13.347, 10.633)
H (24.442, 13.098, 8.944)
H (23.536, 14.909, 11.937)
H (21.323, 16.176, 12.103)
H (20.176, 15.201, 8.332)
H (22.226, 13.715, 7.926)



No. 3
Formula: CH2BrClO
Source: OMol25
Level of theory: ωB97M-V/def2-TZVPD

The energy above the lowest of the compared OMol25 structures with the same formula, charge and spin comes out at 286.4 kJ/mol. The calculation puts the energy at -85678.3250 eV. Its net charge is 0. As for the HOMO energy: -9.36 eV. As for the frontier orbital gap: 8.21 eV. As for the multiplicity: 1.

CARTESIAN COORDINATES (ANGSTROEM)
C (-0.090, -1.374, -0.604)
O (0.116, 1.565, -0.126)
Cl (-1.581, -0.876, -0.555)
Br (0.703, -1.643, 1.133)
H (-0.198, 1.046, 0.590)
H (1.049, 1.282, -0.437)



No. 4
Formula: C10H9Br2CeNO
Source: OMol25
Level of theory: ωB97M-V/def2-TZVPD

The calculation puts the energy at -167046.3502 eV. Its net charge is +2. As for the HOMO energy (spin up / spin down): -15.28 / -15.28 eV. As for the frontier orbital gap (spin up / spin down): 4.66 / 4.66 eV. As for the multiplicity: 1.

CARTESIAN COORDINATES (ANGSTROEM)
Ce (0.592, -2.511, -0.342)
C (4.833, -0.244, -1.719)
H (4.409, -1.226, -1.494)
H (4.841, -0.286, -2.791)
H (5.817, -0.032, -1.369)
H (4.267, 0.692, -1.605)
H (1.938, -3.014, -1.552)
Br (-2.029, 0.485, -3.630)
C (-1.900, 0.701, -1.793)
C (-2.926, 1.280, -1.049)
C (-3.021, 1.264, 0.340)
Br (-4.657, 1.772, 1.279)
C (-1.865, 0.847, 1.069)
C (-1.846, 0.639, 2.469)
C (-0.798, -0.049, 3.077)
C (0.196, -0.608, 2.256)
N (0.155, -0.543, 0.903)
C (-0.731, 0.330, 0.321)
C (-0.867, 0.074, -1.077)
O (-0.354, -1.066, -1.602)
H (-3.737, 1.724, -1.578)
H (-2.665, 1.030, 3.102)
H (-0.738, -0.170, 4.169)
H (1.087, -1.087, 2.617)



no.,largest force on an atom (eV Å⁻¹)
1,4.5
2,3.6
3,3.6
4,2.8